{"formula": "C12H16F5N3Tl", "method": "ωB97M-V/def2-TZVPD", "gap_ev": 7.00, "e_homo_ha": -0.3938, "energy_ha": -1302.62333, "charge": 1, "fmax_ev_per_a": 3.7, "species": ["H", "C", "C", "F", "C", "C", "H", "H", "H", "C", "H", "C", "H", "H", "F", "Tl", "H", "C", "C", "H", "C", "N", "H", "C", "H", "N", "N", "H", "H", "F", "H", "C", "H", "F", "C", "H", "F"], "xyz": [[-0.019, -0.960, -3.025], [2.976, 0.269, 3.414], [-0.361, -0.732, -1.973], [4.636, -2.571, 1.801], [0.358, 0.630, -1.781], [3.663, -1.724, 2.193], [-1.841, 2.392, -1.981], [0.897, 0.802, 0.844], [1.095, -1.747, -0.794], [3.989, -0.619, 3.032], [0.426, 1.261, -2.600], [-0.274, 1.491, -0.717], [-0.077, -2.711, -1.435], [-4.657, 0.386, -1.601], [0.698, 0.667, 3.834], [-0.946, -1.523, 1.525], [0.298, 2.414, -0.851], [-1.972, -0.605, -2.013], [-2.541, 0.578, -1.160], [-0.532, 1.394, 1.331], [1.671, -0.040, 3.163], [-3.850, 0.986, -1.815], [-2.812, 0.224, -0.134], [2.331, -1.931, 1.877], [-3.689, 0.969, -2.832], [0.094, -1.802, -1.090], [-0.114, 0.854, 0.598], [1.399, 0.408, -1.434], [-4.003, 1.950, -1.471], [1.958, -2.908, 0.981], [-2.293, -0.343, -3.051], [-1.709, 1.826, -1.020], [-2.181, 2.482, -0.254], [5.221, -0.423, 3.573], [1.322, -1.210, 2.443], [-2.405, -1.553, -1.655], [3.247, 1.418, 4.077]], "forces_ev_per_angstrom": [[-0.82, -0.23, 0.74], [0.56, 0.81, 0.46], [0.10, 0.21, -2.45], [-0.46, 0.48, 0.12], [0.00, -2.15, 2.99], [1.24, 0.54, 0.89], [0.75, -0.26, 0.57], [-1.00, -0.09, -0.26], [-1.21, 0.05, -0.58], [0.08, -0.42, -0.09], [0.04, 0.55, -2.24], [1.01, 0.69, 0.24], [-0.21, -0.98, -0.59], [0.29, 0.17, 0.04], [0.47, -0.15, -0.88], [0.14, -0.26, 0.34], [-0.12, 0.36, 0.74], [1.25, 1.07, 0.35], [-0.30, -1.93, 1.16], [-0.20, 0.53, 0.45], [-1.10, -2.24, -0.08], [0.22, 0.52, 0.31], [0.15, 0.07, -0.81], [-0.32, 0.12, 0.10], [-0.36, 0.33, 0.28], [0.95, 1.67, 1.49], [0.89, 0.27, -0.46], [-0.66, 0.19, -0.45], [-0.56, -0.48, -0.55], [0.63, -0.01, 0.28], [0.48, -0.74, 0.42], [-1.04, 0.57, -0.81], [0.45, -0.36, -0.21], [-0.95, -0.31, -1.04], [-0.70, 1.93, 0.09], [0.02, 0.34, -0.42], [0.28, -0.86, -0.16]]}